<w>
Below is the ion C4H8NO with charge +1, with properties calculated with wB97M-V/def2-TZVPD.

XYZ file:
```
14
Properties=species:S:1:pos:R:3
C -2.2131 0.5501 -0.1865
C -1.2632 -0.5653 0.2449
C 0.3848 -0.4578 0.3376
C 2.4168 0.6076 -0.2458
N 1.0419 0.3917 -0.3304
O -3.3954 0.2090 -0.2851
H -1.4932 -0.8023 1.2927
H -1.4741 -1.3025 -0.4859
H 0.8620 -1.1410 0.9758
H 2.8144 -0.1211 0.3986
H 2.7029 0.7447 -1.2579
H 2.6546 1.5710 0.3851
H 0.4591 1.1169 -0.7941
H -3.4977 -0.8011 -0.0489
```

Calculated values
* orbital gap (spin up / spin down): 5.82 / 12.02 eV
* 2S+1: 3
* HOMO (spin up / spin down): -0.39369 / -0.62670 Ha
* charge: +1

<x>
Below is the ion C4H8NO with charge +1, with properties calculated with wB97M-V/def2-TZVPD.

XYZ file:
```
14
Properties=species:S:1:pos:R:3
C 0.2438 1.3599 -0.2430
C -0.8690 0.6773 0.4370
C -1.9093 -0.0651 -0.3267
C 1.7812 -0.5265 0.3504
N 0.6170 0.2618 0.2225
O 2.6110 0.3796 -0.2525
H 0.7243 1.9848 -0.9494
H -1.2835 0.9191 1.3777
H -1.4446 -0.3015 -1.3180
H -2.9656 0.4472 -0.2877
H -2.1489 -1.0944 0.1462
H 2.0072 -0.7472 1.3574
H 1.6985 -1.5952 -0.1371
H 3.5233 0.0799 -0.4301
```

Calculated values
* orbital gap (spin up / spin down): 9.07 / 6.67 eV
* 2S+1: 3
* HOMO (spin up / spin down): -0.44164 / -0.59034 Ha
* charge: +1

Of all the structures shown, which is most stable? <w>, and <x> is the least stable.